{"formula": "C12H18N", "method": "wB97M-V/def2-TZVPD", "elements": ["H", "H", "H", "C", "N", "C", "C", "C", "H", "H", "C", "H", "C", "C", "H", "H", "H", "H", "H", "C", "H", "H", "C", "H", "H", "C", "H", "C", "H", "C", "H"], "positions_angstrom": [[-1.53029, 1.70731, 1.51955], [-0.07819, -2.93940, 0.59021], [0.00795, -2.02801, -2.27977], [-1.66721, -1.52960, 0.50851], [1.50445, 0.61207, 0.08586], [0.27509, 1.58294, 0.51826], [-2.15400, -2.73220, -0.30864], [1.10305, -1.19049, -0.67675], [-2.79552, 0.11588, 0.38106], [2.04889, -1.15159, 1.50883], [-0.05202, 2.45167, -0.66877], [-2.64194, -2.62099, -1.36364], [0.12034, -2.01956, -1.24849], [-0.97258, 0.80639, 1.05868], [2.91382, 1.51258, 1.31054], [0.83465, 2.63994, -1.15877], [-1.56713, 0.12235, -0.82209], [-2.63815, -3.48664, 0.29891], [0.60699, 2.17282, 1.39288], [-0.68678, -2.48860, -0.14432], [-0.50320, 3.31133, -0.17807], [3.46781, 0.76257, -0.12056], [1.16364, 0.12968, -1.25140], [-1.68799, -1.68588, 1.60215], [-0.46394, 0.15550, 1.83397], [2.72462, 1.35758, 0.28408], [-0.90439, 2.09788, -1.15263], [-1.77225, -0.11826, 0.18330], [2.87235, 2.46194, -0.14750], [1.48746, -0.83970, 0.59579], [0.98448, 0.83048, -2.15116]], "forces_ev_per_a": [[0.409, -1.858, -0.415], [0.299, -1.233, 0.712], [-0.684, -0.150, -1.581], [0.363, -1.917, 0.446], [-1.674, 2.828, 1.532], [-0.592, -1.538, 0.564], [-0.972, 0.490, -0.720], [-1.877, 0.127, -4.005], [-0.934, 0.464, -0.262], [-0.915, 0.120, -1.030], [-1.043, 0.469, 3.418], [1.175, 0.060, 2.103], [1.569, -0.696, 2.641], [2.436, 0.952, 1.791], [0.028, -0.171, 1.366], [1.280, 1.067, -1.722], [-0.007, -0.032, -1.550], [0.093, -0.133, -0.213], [0.432, -0.395, -0.606], [-1.411, -0.493, -0.960], [0.566, 0.781, -0.257], [1.862, -0.960, -0.788], [1.391, 0.193, 0.019], [-0.266, -0.121, -0.626], [-1.120, 0.928, 0.014], [0.797, 3.104, -0.803], [-0.740, -1.037, -1.754], [-0.867, 1.359, 0.223], [-1.128, -2.524, 0.370], [1.182, 2.222, 0.448], [0.348, -1.907, 1.645]], "spin_multiplicity": 3, "total_energy_ev": -14211.6345, "e_homo_ev": [-11.3, -13.3], "s_squared": 2.0452, "gap_ev": [8.948, 8.290], "total_charge": 1, "e_lumo_ev": [-2.35, -5.03], "de_lowest_kj_mol": 16.1}